*w*
Below is the ion C5H11N with charge -1, with properties calculated with ωB97M-V/def2-TZVPD.

Each line ends with the Mulliken charge.
Atoms and positions in Å:
C: 1.73 0.77 -0.38  -1.46
N: -0.86 0.85 -1.56  -1.15
C: -0.67 0.13 -0.36  -1.86
C: 0.49 0.31 0.34  1.50
C: 0.63 -0.43 1.63  -1.66
C: -1.62 -0.98 -0.08  -1.96
H: 2.01 -0.03 -1.09  0.33
H: 1.51 1.64 -1.00  0.47
H: 2.57 0.98 0.28  0.32
H: -0.53 1.79 -1.45  0.94
H: -1.66 0.61 -2.13  0.45
H: -0.34 -0.73 2.02  0.43
H: 1.35 -1.26 1.49  0.32
H: 1.12 0.22 2.37  0.42
H: -1.07 -1.92 0.05  -0.03
H: -2.34 -1.22 -0.86  1.59
H: -2.32 -0.73 0.73  0.35

Orbital gap (spin up / spin down) = 2.83 / 7.48 eV
Spin multiplicity = 2
LUMO (spin up / spin down) = 4.23 / 4.04 eV
Charge = -1

*x*
Below is the ion C5H11N with charge -1, with properties calculated with ωB97M-V/def2-TZVPD.

Each line ends with the Mulliken charge.
Atoms and positions in Å:
C: -2.40 -0.96 -0.36  -1.29
C: -1.41 0.25 -0.55  -0.20
N: 1.45 1.48 -0.65  -0.70
C: 1.01 0.51 0.36  -0.08
C: -0.33 0.21 0.50  -0.76
C: 2.15 -0.31 1.02  -1.18
H: -2.95 -0.90 0.58  0.31
H: -3.14 -0.80 -1.15  0.38
H: -1.79 -1.86 -0.44  0.34
H: -2.02 1.17 -0.54  0.28
H: -1.15 0.15 -1.62  0.32
H: 2.17 2.11 -0.31  0.28
H: 1.80 0.91 -1.42  0.23
H: -0.63 -0.44 1.33  0.21
H: 2.83 -0.51 0.17  0.26
H: 2.62 0.28 1.80  0.20
H: 1.77 -1.30 1.25  0.40

Orbital gap (spin up / spin down) = 2.98 / 7.06 eV
Spin multiplicity = 2
LUMO (spin up / spin down) = 4.49 / 4.38 eV
Charge = -1

*y*
Below is a cluster of 2 separate species, C5H11N in total, with properties calculated with ωB97M-V/def2-TZVPD.

Each line ends with the Mulliken charge.
Atoms and positions in Å:
C: -1.74 -0.48 -0.75  -0.86
C: -1.53 0.65 0.28  -0.53
C: -0.29 0.65 1.23  -0.39
C: 1.07 0.42 0.62  0.25
C: 1.37 -0.76 0.00  -1.43
N: 2.68 -0.80 -0.54  -0.37
H: -0.82 -0.66 -1.50  -0.59
H: -2.55 -0.11 -1.38  0.36
H: -1.77 -1.49 -0.33  0.34
H: -1.44 1.63 -0.22  0.27
H: -2.42 0.69 0.92  0.29
H: -0.44 1.58 1.79  0.29
H: -0.41 -0.15 1.99  0.28
H: 1.88 1.10 0.91  0.18
H: -0.08 -0.29 -2.09  0.46
H: 2.98 -1.74 -0.70  0.26
H: 3.50 -0.26 -0.21  0.19

Orbital gap (spin up / spin down) = 6.42 / 6.13 eV
Spin multiplicity = 2
LUMO (spin up / spin down) = 4.49 / 4.18 eV
Charge = -1

Stability, highest: *w*

*w*
Below is a cluster of 2 separate species, C4H12N2O in total, with properties calculated with ωB97M-V/def2-TZVPD.

Each line ends with the Mulliken charge.
Atoms and positions in Å:
C: -0.32 -1.82 0.16  -0.85
C: -0.26 1.69 -1.03  -1.44
C: -1.44 0.75 1.02  -1.56
C: -0.31 0.55 -0.02  1.27
N: -0.34 -0.70 -0.70  -0.54
H: -0.33 -2.75 -0.41  0.28
H: 0.66 -1.77 0.81  0.40
H: -1.17 -1.86 0.85  0.33
H: 0.54 1.53 -1.74  0.34
H: -1.21 1.75 -1.57  0.31
H: -2.41 0.66 0.53  0.37
H: -0.09 2.65 -0.52  0.37
H: -1.35 1.75 1.44  0.41
H: -1.38 0.04 1.84  0.43
N: 2.38 -0.85 0.36  -0.44
O: 1.95 -0.70 -0.93  -0.24
H: 1.84 -1.60 -1.28  0.36
H: 2.63 0.11 0.59  0.27
H: 0.64 0.56 0.59  -0.08

Orbital gap (spin up / spin down) = 8.99 / 9.45 eV
LUMO (spin up / spin down) = 0.12 / 0.21 eV

*x*
Below is the molecule C4H12N2O, with properties calculated with ωB97M-V/def2-TZVPD.

Each line ends with the Mulliken charge.
Atoms and positions in Å:
C: -1.31 0.93 1.10  -1.59
C: -0.48 0.61 -0.14  0.43
C: -1.25 -0.22 -1.16  -1.43
N: 0.80 -0.05 0.29  0.78
C: 1.82 -0.20 -0.85  -0.93
N: 0.49 -1.37 0.81  -0.73
O: 1.48 0.71 1.13  -0.75
H: -1.85 0.05 1.45  0.38
H: -0.64 1.29 1.88  0.41
H: -2.04 1.70 0.87  0.44
H: -0.15 1.55 -0.58  0.34
H: -1.40 -1.23 -0.78  0.31
H: -2.22 0.24 -1.33  0.43
H: -0.73 -0.28 -2.11  0.37
H: 2.83 -0.36 -0.46  0.32
H: 1.51 -1.05 -1.45  0.36
H: 1.79 0.71 -1.44  0.31
H: 1.37 -1.80 1.07  0.32
H: 0.00 -1.21 1.69  0.25

Orbital gap = 9.28 eV
LUMO = 0.98 eV
SMILES = CC(C)[N@+](C)(N)[O-]

*y*
Below is the molecule C4H12N2O, with properties calculated with ωB97M-V/def2-TZVPD.

Each line ends with the Mulliken charge.
Atoms and positions in Å:
N: -2.59 -0.25 1.33  -0.60
C: -1.36 0.53 1.52  -0.51
C: -0.10 -0.31 1.25  -0.70
N: 0.01 -0.68 -0.17  -0.39
C: 0.55 0.36 -1.09  -0.34
C: 1.82 0.03 -1.87  -0.77
O: 2.95 0.00 -1.00  -0.53
H: -3.01 0.05 0.47  0.26
H: -2.48 -1.25 1.26  0.28
H: -1.24 0.93 2.54  0.29
H: -1.43 1.45 0.94  0.30
H: 0.78 0.27 1.55  0.35
H: -0.16 -1.16 1.94  0.35
H: -0.96 -0.65 -0.46  0.28
H: -0.23 0.55 -1.84  0.39
H: 0.60 1.31 -0.54  0.39
H: 2.06 0.68 -2.70  0.33
H: 1.58 -0.97 -2.28  0.31
H: 3.18 -0.90 -0.84  0.30

Orbital gap = 9.90 eV
LUMO = 0.96 eV
SMILES = NCCNCCO

*z*
Below is a cluster of 3 separate species, C4H12N2O in total, with properties calculated with ωB97M-V/def2-TZVPD.

Each line ends with the Mulliken charge.
Atoms and positions in Å:
C: -1.27 -0.25 -0.48  -0.30
C: 0.74 0.01 -0.01  1.08
C: 0.16 0.25 1.27  -1.53
C: 1.30 1.18 -0.77  -1.47
N: -2.35 0.54 -0.01  -0.59
N: 1.39 -1.21 -0.20  -0.47
O: -1.52 -1.63 -0.25  -0.57
H: -0.71 -2.10 -0.50  0.36
H: -1.15 -0.08 -1.56  0.39
H: 1.48 0.46 1.97  0.27
H: -2.55 0.31 0.96  0.29
H: -3.20 0.32 -0.52  0.27
H: 2.00 -1.27 -1.00  0.20
H: 1.79 -1.61 0.64  0.24
H: -0.21 -0.58 1.85  0.35
H: -0.24 1.24 1.46  0.35
H: 2.23 1.50 -0.29  0.37
H: 0.60 2.01 -0.77  0.34
H: 1.52 0.90 -1.81  0.41

Orbital gap = 8.15 eV
LUMO = 0.89 eV

Stability, highest: *y*

*w*
Below is a cluster of 3 separate species, C4H12N2O in total, with properties calculated with ωB97M-V/def2-TZVPD.

Each line ends with the Mulliken charge.
Atoms and positions in Å:
C: -0.33 -0.11 -0.73  1.21
C: -0.64 0.16 0.62  -0.28
C: -0.77 -1.40 -1.37  -1.46
C: -0.79 1.55 1.14  -1.44
N: -0.07 0.91 -1.61  -0.44
N: 0.99 -0.28 1.91  -0.59
O: 1.63 -0.92 -0.13  -0.72
H: 2.57 -1.19 -0.20  0.17
H: -1.23 -0.60 1.11  0.35
H: 0.36 0.64 -2.48  0.26
H: 0.35 1.74 -1.22  0.20
H: 1.87 0.17 1.70  0.26
H: 1.23 -1.27 2.00  0.26
H: -0.73 -2.21 -0.65  0.36
H: -1.80 -1.30 -1.74  0.35
H: -0.14 -1.66 -2.22  0.40
H: -1.72 2.02 0.79  0.34
H: -0.80 1.53 2.23  0.40
H: 0.04 2.20 0.85  0.37

Orbital gap (spin up / spin down) = 7.49 / 7.47 eV
LUMO (spin up / spin down) = -0.40 / 0.26 eV

*x*
Below is the molecule C4H12N2O, with properties calculated with ωB97M-V/def2-TZVPD.

Each line ends with the Mulliken charge.
Atoms and positions in Å:
N: -2.11 -1.24 -0.96  -0.57
C: -1.56 0.07 -1.20  -0.70
C: -0.79 0.69 -0.01  -0.58
C: 0.61 0.10 0.13  0.39
N: 1.63 0.78 -0.71  -0.68
C: 1.09 0.03 1.57  -0.70
O: 1.99 -1.05 1.76  -0.55
H: -1.42 -1.97 -1.12  0.26
H: -2.49 -1.38 -0.03  0.24
H: -0.94 -0.01 -2.10  0.31
H: -2.36 0.77 -1.47  0.31
H: -0.71 1.76 -0.18  0.37
H: -1.37 0.46 0.86  0.28
H: 0.61 -0.95 -0.20  0.19
H: 1.26 1.63 -1.11  0.25
H: 1.91 0.17 -1.47  0.26
H: 0.25 -0.09 2.25  0.24
H: 1.57 0.97 1.85  0.34
H: 2.83 -0.73 2.14  0.33

Orbital gap = 10.20 eV
LUMO = 1.04 eV
SMILES = NCC[C@@H](N)CO

Stability, highest: *x*

*w*
Below is a cluster of 2 separate species, C4H12N2O in total, with properties calculated with ωB97M-V/def2-TZVPD.

Each line ends with the Mulliken charge.
Atoms and positions in Å:
H: 3.65 0.77 1.26  0.26
N: 2.92 0.88 0.57  -0.69
C: 1.86 0.42 1.13  0.11
N: 0.58 0.51 0.70  -0.12
C: -0.32 -0.59 1.13  -0.78
C: -0.72 -1.54 0.05  -0.42
C: -1.84 -1.00 -0.88  -1.02
H: 2.02 -0.26 1.98  0.25
H: 0.46 0.66 -0.30  0.19
H: 0.13 -1.08 1.99  0.38
H: -1.24 -0.15 1.54  0.32
H: -1.16 -2.38 0.60  0.32
H: 0.09 -1.86 -0.59  0.31
H: -2.51 -1.82 -1.15  0.34
H: -1.49 -0.57 -1.82  0.28
H: -2.38 -0.18 -0.41  0.29
O: -0.23 2.38 -1.89  -0.64
H: 0.57 2.71 -1.44  0.31
H: -0.39 3.13 -2.49  0.30

Orbital gap = 9.89 eV
LUMO = 0.92 eV
SMILES = [H]/N=C/NCCC.O

*x*
Below is the molecule C4H12N2O, with properties calculated with ωB97M-V/def2-TZVPD.

Each line ends with the Mulliken charge.
Atoms and positions in Å:
C: -1.82 1.49 0.60  -0.84
N: -0.57 1.77 -0.08  -0.23
C: 0.19 0.68 -0.64  -1.31
C: 0.45 -0.60 0.15  0.58
N: 1.41 -0.39 1.26  -0.70
C: 1.02 -1.68 -0.76  -0.94
O: 0.26 -2.18 -1.85  -0.50
H: -2.67 2.11 0.30  0.30
H: -1.74 1.54 1.69  0.29
H: -2.14 0.48 0.35  0.27
H: -0.03 2.46 0.41  0.30
H: -0.23 0.45 -1.63  0.35
H: 1.20 1.04 -0.88  0.50
H: -0.49 -0.97 0.59  0.37
H: 1.70 0.57 1.13  0.29
H: 0.90 -0.40 2.13  0.27
H: 2.00 -1.44 -1.12  0.36
H: 1.19 -2.53 -0.09  0.35
H: -0.63 -2.38 -1.54  0.31

Orbital gap = 9.44 eV
LUMO = 0.86 eV
SMILES = CNC[C@H](N)CO

Stability, highest: *w*

*w*
Below is a structure of composition C4H12N2O, with properties calculated with ωB97M-V/def2-TZVPD.

Each line ends with the Mulliken charge.
Atoms and positions in Å:
C: -0.72 0.17 -0.26  0.62
C: 0.35 -0.17 0.62  0.05
C: 1.41 -1.19 0.32  -1.44
C: 1.16 1.46 -0.31  -1.30
N: -1.64 1.16 0.05  -0.51
N: -0.83 -0.40 -1.49  -0.40
O: -1.08 -1.66 1.03  -0.84
H: -1.61 -1.35 1.78  0.15
H: 0.31 0.27 1.60  0.40
H: -0.62 -1.39 -1.50  0.25
H: -2.58 1.01 -0.28  0.24
H: -1.68 1.47 1.01  0.25
H: -1.63 -0.14 -2.05  0.24
H: 2.22 -1.09 1.04  0.38
H: 1.01 -2.20 0.40  0.39
H: 1.84 -1.06 -0.67  0.34
H: 1.30 1.30 -1.38  0.35
H: 0.65 2.40 -0.11  0.42
H: 2.12 1.40 0.20  0.41

Orbital gap = 7.83 eV
LUMO = 0.72 eV

*x*
Below is a cluster of 2 separate species, C4H12N2O in total, with properties calculated with ωB97M-V/def2-TZVPD.

Each line ends with the Mulliken charge.
Atoms and positions in Å:
C: 2.04 0.29 -1.22  -1.10
C: 1.29 1.51 -0.71  -0.57
C: -0.14 1.08 -0.33  0.39
N: -1.28 1.07 -1.17  -0.60
C: -0.31 0.63 0.93  -0.51
N: -1.43 -0.07 1.38  -0.48
H: 2.70 -0.23 -0.53  0.33
H: 2.75 0.56 -2.02  0.31
H: 1.53 -0.55 -1.68  0.33
H: 1.34 2.36 -1.38  0.39
H: 1.71 1.85 0.23  0.28
H: -1.46 1.96 -1.61  0.26
H: -1.18 0.41 -1.94  0.23
H: 0.51 0.61 1.64  0.28
H: -1.77 0.23 2.28  0.21
H: -2.14 -0.05 0.67  0.28
O: -1.25 -3.86 2.16  -0.64
H: -1.52 -3.14 1.58  0.31
H: -1.41 -4.67 1.71  0.32

Orbital gap = 8.84 eV
LUMO = 0.92 eV
SMILES = CC/C(N)=C/N.O

*y*
Below is the molecule C4H12N2O, with properties calculated with ωB97M-V/def2-TZVPD.

Each line ends with the Mulliken charge.
Atoms and positions in Å:
C: 0.85 1.55 0.47  -1.40
C: 0.73 0.15 0.11  0.46
C: 1.46 -0.97 0.96  -0.80
O: 2.86 -0.78 0.86  -0.57
N: -0.70 -0.25 0.09  -0.41
C: -1.86 0.31 -1.08  -0.22
N: -2.75 -0.75 -0.98  -0.48
H: 0.15 2.23 -0.09  0.32
H: 0.62 1.68 1.50  0.32
H: 1.84 1.86 0.25  0.39
H: 1.23 0.09 -0.86  0.16
H: 1.26 -1.93 0.59  0.35
H: 1.06 -0.88 1.95  0.41
H: 3.33 -1.21 0.10  0.33
H: -0.90 -0.38 1.08  0.24
H: -2.20 1.24 -0.63  0.23
H: -1.32 0.50 -2.04  0.24
H: -2.31 -1.50 -0.49  0.23
H: -3.34 -0.96 -1.77  0.20

Orbital gap = 9.33 eV
LUMO = 0.92 eV
SMILES = C[C@@H](CO)NCN

*z*
Below is a cluster of 2 separate species, C4H12N2O in total, with properties calculated with ωB97M-V/def2-TZVPD.

Each line ends with the Mulliken charge.
Atoms and positions in Å:
H: -2.61 1.66 0.12  0.23
N: -1.69 1.24 0.13  -0.66
C: -1.56 0.19 -0.55  0.87
C: -2.60 -0.43 -1.45  -1.22
O: -0.81 -0.92 0.09  -0.26
N: -0.38 -0.66 1.42  -0.48
H: -2.93 0.28 -2.20  0.38
H: -2.27 -1.40 -1.82  0.32
H: -3.51 -0.63 -0.89  0.30
H: 0.00 0.29 1.39  0.25
H: -1.18 -0.60 2.05  0.27
C: 2.24 0.09 -0.53  -0.58
C: 2.60 0.25 0.94  -1.05
H: 2.82 0.82 -1.09  0.32
H: 2.68 -0.84 -0.90  0.26
H: 1.08 -0.10 -0.66  0.08
H: 2.10 -0.54 1.51  0.33
H: 3.65 0.08 1.16  0.37
H: 2.35 1.26 1.27  0.27

Orbital gap = 10.33 eV
LUMO = 0.52 eV
SMILES = [H]/N=C(\C)ON.CC

Stability, highest: *x*

*w*
Below is a structure of composition C4H12N2O, with properties calculated with ωB97M-V/def2-TZVPD.

Each line ends with the Mulliken charge.
Atoms and positions in Å:
C: 0.40 0.20 -0.47  -0.04
C: -1.91 -0.74 -0.68  -0.38
C: 2.93 0.16 0.66  -0.72
C: -2.71 0.05 0.32  -0.82
N: -0.18 -0.96 -0.12  -0.40
N: 2.11 -0.60 -0.27  -0.53
O: 0.26 1.28 0.38  -0.54
H: -0.18 2.03 -0.04  0.34
H: -0.16 -1.07 0.89  0.24
H: 2.52 -0.54 -1.19  0.20
H: 0.33 0.47 -1.53  0.44
H: -1.88 -0.29 -1.67  0.33
H: -2.16 -1.79 -0.75  0.29
H: 3.02 1.23 0.39  0.24
H: 3.95 -0.24 0.68  0.32
H: 2.47 0.10 1.65  0.24
H: -2.41 1.09 0.35  0.20
H: -2.62 -0.38 1.32  0.26
H: -3.78 0.01 0.07  0.34

Orbital gap = 8.89 eV
LUMO = 0.69 eV

*x*
Below is the molecule C4H12N2O, with properties calculated with ωB97M-V/def2-TZVPD.

Each line ends with the Mulliken charge.
Atoms and positions in Å:
C: -1.07 2.22 0.28  -0.84
N: -0.95 1.09 1.18  -0.24
C: -0.70 -0.28 0.78  -1.06
C: 0.26 -0.38 -0.43  0.48
N: 1.51 0.33 -0.20  -0.61
C: 0.38 -1.87 -0.75  -0.98
O: 0.88 -2.17 -2.05  -0.52
H: -1.91 2.10 -0.41  0.25
H: -1.30 3.08 0.91  0.35
H: -0.21 2.39 -0.38  0.29
H: -0.65 1.37 2.09  0.24
H: -1.64 -0.83 0.83  0.37
H: -0.06 -0.74 1.57  0.38
H: -0.36 -0.01 -1.27  0.20
H: 1.42 0.68 0.76  0.29
H: 2.20 -0.38 0.01  0.31
H: -0.61 -2.31 -0.79  0.33
H: 1.00 -2.38 0.00  0.44
H: 1.80 -1.91 -2.11  0.32

Orbital gap = 9.35 eV
LUMO = 0.90 eV
SMILES = CNC[C@@H](N)CO

*y*
Below is the molecule C4H12N2O, with properties calculated with ωB97M-V/def2-TZVPD.

Each line ends with the Mulliken charge.
Atoms and positions in Å:
C: -0.54 -1.99 0.86  -1.49
C: 0.23 -0.70 1.12  0.05
O: -0.53 0.14 1.97  -0.60
C: 0.57 0.04 -0.19  0.35
N: 1.35 1.22 0.17  -0.68
C: -0.72 0.47 -0.90  -0.75
N: -0.41 1.63 -1.83  -0.68
H: -1.50 -1.73 0.45  0.37
H: -0.72 -2.49 1.79  0.36
H: -0.05 -2.55 0.07  0.36
H: 1.15 -0.94 1.65  0.38
H: 0.04 0.90 2.13  0.40
H: 1.22 -0.65 -0.76  0.26
H: 2.28 0.97 0.48  0.21
H: 1.43 1.94 -0.53  0.26
H: -1.16 -0.28 -1.55  0.32
H: -1.34 0.85 -0.10  0.42
H: 0.00 1.19 -2.65  0.21
H: -1.30 1.97 -2.18  0.25

Orbital gap = 10.17 eV
LUMO = 1.00 eV
SMILES = C[C@H](O)[C@H](N)CN

Stability, highest: *y*